Here is 2 unconnected molecules or ions with the total composition C24H37FN2O2P from OMol25. Energies are from ωB97M-V with the def2-TZVPD basis set.

The value obtained for the orbital gap is 6.90 eV. The charge is +1. Its highest occupied orbital energy is -9.29 eV.

Structure (XYZ):
```
67
C24H37FN2O2P ωB97M-V with the def2-TZVPD basis set
O -2.23736 -3.73333 -1.57769
C -1.00784 -3.22499 -1.39144
O -0.74324 -1.82547 -0.92400
P 0.95260 -1.52605 -1.19042
F 1.10196 -1.23274 -2.93241
C 1.56906 0.07060 -0.34329
C 1.76552 -0.03261 1.28102
C 3.36753 -0.04074 1.75708
C 3.83162 -1.47754 2.39743
N 4.73571 -2.31119 1.51645
C 4.83655 -3.82583 1.63223
C 5.89338 -4.55124 0.60738
C 6.51499 -3.26589 -0.21882
C 5.72749 -1.95052 0.43246
C 0.32935 -4.19352 -1.65752
C 0.90349 -4.38358 -3.21607
C 2.24178 -5.29213 -3.51688
C 2.97200 -5.99225 -2.20304
C 2.39586 -5.85388 -0.64675
C 1.05462 -4.94628 -0.36090
H 0.90667 1.03353 -0.58514
H 2.64055 0.32479 -0.80237
H 1.18238 -0.90378 1.80095
H 1.32728 0.97696 1.74127
H 3.52116 0.78126 2.60262
H 4.07457 0.25971 0.85449
H 2.85689 -2.08126 2.64252
H 4.38994 -1.24541 3.41117
H 4.22282 -4.46847 2.41421
H 6.20053 -5.67439 0.47008
H 7.32285 -3.30932 -1.06628
H 5.94306 -0.82824 0.09484
H 0.28015 -3.79753 -4.04409
H 2.64330 -5.38008 -4.62146
H 3.94072 -6.65229 -2.38709
H 2.93111 -6.36032 0.28281
H 0.55557 -4.78147 0.69869
C -3.89788 6.68247 0.68698
C -4.22694 5.65031 -0.37989
C -4.90691 4.40026 0.17399
C -4.09277 3.48384 1.09203
N -2.81111 2.84297 0.50139
C -2.62148 1.44236 1.12855
C -3.47402 0.54380 0.25799
C -3.25207 1.06957 -1.14318
C -2.84477 2.53025 -1.00444
C -1.59501 3.69614 0.85259
H -3.20069 6.28744 1.43082
H -3.43787 7.56191 0.22664
H -4.80539 7.00952 1.20548
H -3.32433 5.39750 -0.94219
H -4.90990 6.11663 -1.10158
H -5.31573 3.81275 -0.65714
H -5.79067 4.72241 0.74144
H -4.75143 2.66460 1.40154
H -3.79939 4.00553 2.00975
H -1.56152 1.17520 1.04302
H -2.91821 1.46830 2.18119
H -4.53326 0.62487 0.52674
H -3.19381 -0.50975 0.35289
H -4.15012 0.95984 -1.75961
H -2.45103 0.51123 -1.64141
H -3.50972 3.20928 -1.53445
H -1.83234 2.67399 -1.40013
H -1.54722 3.79909 1.94018
H -1.69502 4.66951 0.37181
H -0.69399 3.19365 0.48696
```

Here is a molecular structure, C24H37IrN2O10S2Si from OMol25. Energies are from ωB97M-V with the def2-TZVPD basis set.

The value obtained for the orbital gap (alpha / beta) is 7.88 / 5.50 eV. The charge is +1. Its spin multiplicity is 6. Its expectation value of S² is 8.784. Its highest occupied orbital energy (alpha / beta) is -11.55 / -12.82 eV. As for the energy above the lowest of the compared OMol25 structures with the same formula, charge and spin: 7.1 kcal per mole.

Structure (XYZ):
```
77
C24H37IrN2O10S2Si ωB97M-V with the def2-TZVPD basis set
Ir 0.58977 -1.03182 0.66940
O 3.25465 -5.85406 -1.63341
C 1.93742 -6.02058 -1.62596
O 1.41089 -7.06375 -1.89637
C 1.09317 -4.84767 -1.22873
C -0.28311 -4.93674 -1.15490
N -0.73906 -3.75090 -0.73185
N 0.25483 -2.88167 -0.53666
C 1.37905 -3.53158 -0.82356
C 2.66648 -2.81963 -0.53921
O 3.74142 -3.35593 -0.80529
O 2.55636 -1.67978 0.03951
H 3.51081 -4.92970 -1.41603
H -0.93385 -5.76629 -1.38085
H -1.69188 -3.47167 -0.55922
C 6.32081 -4.07965 1.24212
C 5.07810 -3.57928 1.86366
C 3.93003 -4.42634 1.97122
C 2.76383 -3.94378 2.47750
C 2.70704 -2.60208 2.89917
C 3.86311 -1.78042 2.91793
C 5.01904 -2.26040 2.38873
S 1.11582 -1.91968 3.33039
O 0.21186 -2.61483 2.37712
O 0.92941 -2.15777 4.71862
O 1.17136 -0.51114 2.88386
H 6.16196 -4.99432 0.67598
H 7.05207 -4.28211 2.03657
H 6.76733 -3.31591 0.60246
H 4.00123 -5.43947 1.59575
H 1.86937 -4.55090 2.52013
H 3.78302 -0.76728 3.29114
H 5.90426 -1.63980 2.33082
C -3.36948 1.65514 -4.11055
C -3.01241 1.05274 -2.76356
C -4.22565 0.99870 -1.85072
C -2.38134 -0.32128 -2.92609
O -2.00304 1.94097 -2.20993
Si -1.33526 2.22351 -0.78717
S 0.26555 0.65204 -0.60088
O -2.34066 1.98527 0.43267
C -2.27883 2.03718 1.88797
C -3.39538 2.97138 2.31755
C -2.52416 0.61746 2.37082
C -0.92579 2.54404 2.36020
O -0.40021 3.51590 -0.77531
C -0.58916 4.91156 -1.17438
C -0.34477 5.74797 0.06843
C 0.45047 5.18624 -2.24481
C -1.99945 5.11751 -1.70364
H -4.11507 1.03775 -4.61380
H -2.48449 1.72061 -4.74490
H -3.78245 2.65645 -3.97955
H -5.01133 0.41193 -2.32913
H -4.61246 2.00210 -1.66530
H -3.98387 0.53969 -0.89121
H -3.08704 -1.00273 -3.40463
H -2.11116 -0.73547 -1.95014
H -1.48353 -0.26047 -3.54297
H -4.35409 2.62205 1.93203
H -3.21361 3.98075 1.94286
H -3.45254 3.01387 3.40634
H -3.47702 0.24530 1.99203
H -2.54658 0.58430 3.46089
H -1.72364 -0.04475 2.02623
H -0.72584 3.54578 1.98411
H -0.11786 1.88180 2.03980
H -0.91231 2.57826 3.45038
H 0.63526 5.52322 0.49103
H -1.10884 5.55326 0.82330
H -0.37960 6.80930 -0.18267
H 1.45407 5.03073 -1.84751
H 0.37011 6.21691 -2.59392
H 0.30175 4.51948 -3.09583
H -2.74251 4.83417 -0.95092
H -2.16991 4.53460 -2.60952
H -2.15243 6.17172 -1.93761
```

Here is a molecular structure, C24H37MnN6OS4 from OMol25. Energies are from ωB97M-V with the def2-TZVPD basis set.

The value obtained for the orbital gap (alpha / beta) is 8.19 / 3.76 eV. The charge is +2. Its spin multiplicity is 5. Its expectation value of S² is 6.035. Its highest occupied orbital energy (alpha / beta) is -13.12 / -13.11 eV. As for the energy above the lowest of the compared OMol25 structures with the same formula, charge and spin: 58.6 kcal per mole.

Structure (XYZ):
```
73
C24H37MnN6OS4 ωB97M-V with the def2-TZVPD basis set
Mn 0.77569 0.07191 -0.76068
C 0.45136 -2.82152 -3.15775
C -0.59087 -2.65643 -2.06947
N -0.13170 -2.17741 -0.77859
C 0.62382 -3.04254 0.15852
C 1.76870 -2.27872 0.93343
N 1.41341 -0.86267 1.24840
C 2.46378 -0.18904 2.10444
C 3.68652 0.22786 1.23874
C 3.55376 1.48796 0.36865
N 2.77550 1.31104 -0.90820
C 3.51751 0.70865 -2.07243
C 2.56756 0.36342 -3.20935
N 1.49143 -0.51213 -2.75749
C 1.73183 -1.96160 -3.00776
H 0.07497 -2.54140 -4.13937
H 0.85707 -3.85324 -3.26131
H -1.16982 -3.69035 -1.94849
H -1.43968 -2.00644 -2.34602
H -0.96742 -1.86444 -0.27463
H 1.01301 -4.03143 -0.29636
H -0.08429 -3.31470 0.94663
H 2.66707 -2.23214 0.25393
H 1.85090 -2.84284 1.89388
H 0.54282 -0.92270 1.73946
H 2.74543 -0.86109 2.93152
H 1.86407 0.67621 2.49126
H 3.96095 -0.63876 0.61703
H 4.50296 0.47602 1.92622
H 4.59582 1.69444 0.10125
H 3.02867 2.26181 0.95084
H 2.36034 2.20781 -1.17041
H 4.09225 -0.15137 -1.73791
H 4.23671 1.47404 -2.49029
H 3.13648 -0.10711 -4.05016
H 2.04983 1.19554 -3.57623
H 0.65509 -0.20140 -3.23790
H 2.46281 -2.38726 -2.33352
H 2.30423 -2.01640 -3.95239
N -0.09637 -4.67856 3.68615
C -0.90473 -3.77227 3.12954
N -1.91317 -4.33218 2.38835
S -0.70486 -2.11450 3.45106
H 0.13414 -5.57434 3.23110
H 0.64084 -4.28204 4.33575
H -2.12878 -5.33291 2.38429
H -2.48030 -3.72442 1.86021
O -0.67983 0.98133 0.21051
C -1.69391 1.94645 0.27057
C -1.64930 2.88666 -0.95854
C -2.25115 4.15184 -1.07116
C -2.43591 4.56431 -2.42235
C -1.77139 3.71124 -3.27283
S -1.13085 2.31279 -2.49692
C -1.48581 2.67480 1.54633
C -0.45532 3.53467 1.81212
C -0.23687 3.88800 3.16179
C -1.34736 3.44246 3.93632
S -2.51080 2.56509 2.96511
C -3.15178 1.28119 0.28207
C -4.32739 2.00006 0.33675
C -5.48911 1.13521 0.41694
C -5.21952 -0.17013 0.52051
S -3.45399 -0.41860 0.49614
H -2.46928 4.67909 -0.16250
H -3.02676 5.39799 -2.75995
H -1.56704 3.86729 -4.31254
H 0.29395 3.83240 1.00691
H 0.58920 4.37818 3.58811
H -1.65645 3.67415 4.94144
H -4.45350 3.05132 0.15658
H -6.49437 1.46421 0.39309
H -5.91083 -1.01240 0.58155
```

Here is a molecular structure, C24H37N3OP2Ru from OMol25. Energies are from ωB97M-V with the def2-TZVPD basis set.

The value obtained for the orbital gap (alpha / beta) is 4.41 / 4.55 eV. The charge is +2. Its spin multiplicity is 5. Its expectation value of S² is 6.049. Its highest occupied orbital energy (alpha / beta) is -11.54 / -13.84 eV. As for the energy above the lowest of the compared OMol25 structures with the same formula, charge and spin: 24.2 kcal per mole.

Structure (XYZ):
```
68
C24H37N3OP2Ru ωB97M-V with the def2-TZVPD basis set
C -1.23387 -4.59569 -1.46282
C -0.82136 -3.27630 -1.64645
C -1.84169 -2.35779 -2.06015
C -3.23893 -2.60467 -1.78158
C -3.58196 -3.89321 -1.28850
C -2.60591 -4.89035 -1.26544
C -4.12160 -1.55973 -2.04523
C -3.67098 -0.33022 -2.52874
C -2.25781 -0.20785 -2.80403
C -1.68210 1.03916 -3.21396
C -2.55310 1.97977 -3.74558
C -3.94852 1.86049 -3.53505
C -4.48982 0.78181 -2.83944
H -0.48432 -5.39258 -1.42467
H -4.61877 -4.07606 -0.98154
H -2.89962 -5.92191 -1.05310
H -5.19710 -1.69953 -1.89003
H -2.15723 2.82662 -4.30942
H -4.60247 2.64192 -3.90345
H -5.54826 0.73946 -2.56493
N -1.49094 -1.30059 -2.79095
Ru 0.77595 0.54993 0.51236
C 0.60834 -2.79156 -1.52192
H 0.90456 -2.24246 -2.43009
H 1.22383 -3.69418 -1.37126
C -0.17858 1.21837 -3.17192
H 0.32702 0.35876 -3.65316
H 0.05257 2.15314 -3.70945
P 1.10002 -1.58683 -0.12442
P 0.74698 1.38569 -1.55085
C 0.61823 3.17190 -1.22889
H 1.09570 3.42053 -0.27445
H 1.08815 3.73073 -2.05345
H -0.44047 3.43059 -1.15456
C 2.47899 1.22156 -2.14250
H 2.75653 2.12307 -2.70723
H 3.16583 1.10241 -1.29841
H 2.58034 0.33930 -2.77819
C 0.73600 -2.74531 1.23861
H 1.30403 -3.67870 1.11443
H 1.01342 -2.24157 2.16975
H -0.33715 -2.94859 1.22111
C 2.93235 -1.73496 -0.18067
H 3.32149 -1.06437 0.59391
H 3.24490 -2.76365 0.04458
H 3.32140 -1.42860 -1.15329
H -0.60346 0.16289 1.06435
H -0.61865 0.60132 -0.41161
C -0.65836 0.15481 3.82131
N 0.50341 1.01982 4.07518
C 0.67503 1.43978 5.46071
C 1.52500 1.00976 3.17751
O 1.69670 -0.00853 2.40702
N 2.33397 2.08058 3.00489
C 2.56345 3.13694 3.97781
C 3.20241 2.16949 1.83348
H -1.27996 0.21273 4.72025
H -0.34335 -0.87917 3.59535
H -1.22389 0.54326 2.95928
H 1.71303 1.26856 5.79765
H 0.41321 2.50450 5.57999
H -0.02441 0.82858 6.04260
H 3.17791 2.76452 4.81604
H 3.10159 3.93182 3.45002
H 1.63244 3.56707 4.35960
H 2.88558 1.45972 1.04153
H 3.16340 3.19712 1.43710
H 4.24155 1.95406 2.13396
```

Here is a molecular structure, C24H37N4O3Ta from OMol25. Energies are from ωB97M-V with the def2-TZVPD basis set.

The value obtained for the orbital gap (alpha / beta) is 6.80 / 6.80 eV. The charge is +2. Its highest occupied orbital energy (alpha / beta) is -13.45 / -13.45 eV. As for the energy above the lowest of the compared OMol25 structures with the same formula, charge and spin: 8.6 kcal per mole.

Structure (XYZ):
```
69
C24H37N4O3Ta ωB97M-V with the def2-TZVPD basis set
Ta 0.84250 -0.29641 0.29775
C 0.71978 4.22081 -0.07614
C -0.14829 3.02413 -0.36615
C -0.26360 2.55492 -1.68220
C 0.42243 3.30550 -2.79972
C -1.02804 1.40858 -1.94168
C -1.20385 0.94305 -3.37043
C -1.77300 0.78808 -0.91091
C -2.72332 -0.33720 -1.25551
C -1.77751 1.35202 0.37936
C -2.77627 0.88595 1.41112
C -0.92804 2.44015 0.65929
C -0.98489 3.06203 2.03841
H 1.20642 4.16602 0.89679
H 0.12269 5.13693 -0.07208
H 1.49935 4.35454 -0.82114
H 1.50794 3.34258 -2.67740
H 0.08204 4.34177 -2.82225
H 0.21628 2.89184 -3.78068
H -1.86395 1.63849 -3.89536
H -1.66992 -0.03534 -3.44411
H -0.27519 0.91626 -3.94298
H -2.21824 -1.16754 -1.74722
H -3.50113 0.01851 -1.93412
H -3.20346 -0.74658 -0.37747
H -2.45058 -0.02175 1.92121
H -3.73754 0.67225 0.94883
H -2.95482 1.64296 2.16778
H -1.90404 3.64133 2.15085
H -0.16866 3.74905 2.23605
H -1.00935 2.31104 2.83382
N 1.55292 1.28098 1.86873
C 2.40625 0.95377 3.06301
C 3.53679 -0.01012 2.72857
C 2.95450 -1.22637 2.04169
O 2.70128 -2.29002 2.51938
O 2.62926 -0.89912 0.74665
H 2.05538 1.99383 1.33885
H 0.71976 1.75847 2.20615
H 1.75407 0.53006 3.82598
H 2.81198 1.88081 3.46521
H 4.03127 -0.31213 3.65027
H 4.26411 0.46861 2.07303
N 1.91660 0.33344 -1.66430
H 2.68671 0.95432 -1.41406
H 1.39067 0.83178 -2.38065
H 2.36498 -0.46469 -2.11314
C -2.41777 -2.76173 1.69613
O -1.52876 -1.90219 0.95249
C -0.46530 -1.30259 1.51457
C -0.28632 -1.54317 2.98673
H -1.87638 -3.57096 2.18084
H -3.10169 -3.16896 0.95840
H -2.97762 -2.18972 2.43596
H -1.20424 -1.26028 3.50828
H 0.53134 -0.96914 3.41439
H -0.08377 -2.59443 3.20194
N 0.18836 -6.58993 -3.91993
C 0.28738 -5.62786 -3.30221
C 0.40311 -4.42753 -2.52604
C 0.84642 -4.47571 -1.20754
C 0.92251 -3.30396 -0.48687
N 0.60254 -2.10460 -1.01131
C 0.19624 -2.07068 -2.29209
C 0.07232 -3.19374 -3.07943
H 1.12164 -5.41382 -0.74733
H 1.25391 -3.30524 0.54359
H -0.04702 -1.09865 -2.69828
H -0.26914 -3.11268 -4.10142
```

Here is a molecular structure, C24H37O2SiV from OMol25. Energies are from ωB97M-V with the def2-TZVPD basis set.

The value obtained for the orbital gap (alpha / beta) is 6.65 / 6.74 eV. Its spin multiplicity is 3. Its expectation value of S² is 2.459. Its highest occupied orbital energy (alpha / beta) is -6.08 / -6.48 eV.

Structure (XYZ):
```
65
C24H37O2SiV ωB97M-V with the def2-TZVPD basis set
O 0.29262 0.08461 -5.10110
C 0.28092 1.40418 -5.74444
C 0.22949 0.83865 -7.14930
H 1.20512 1.95689 -5.54747
H -0.60263 1.95909 -5.42062
C 0.30494 -0.53230 -6.41874
H 1.09436 1.10643 -7.75656
H -0.72038 0.98265 -7.66464
C 1.57785 -1.29779 -6.69412
H 2.46403 -0.67794 -6.53125
H 1.59129 -1.61606 -7.74283
H 1.61213 -2.19962 -6.07119
C -0.89764 -1.40263 -6.69461
H -1.83846 -0.88357 -6.48575
H -0.85106 -2.32391 -6.10624
H -0.89560 -1.68116 -7.75689
V -0.50150 -0.48750 1.46108
C -2.25961 -0.62356 2.61076
C -1.71393 0.71457 2.69587
C -1.67709 1.26190 1.36114
H -1.36256 1.19034 3.59538
C -2.23211 0.27934 0.46817
C -2.57001 -0.88911 1.22380
H -2.98494 -1.80988 0.82703
H -2.40918 -1.29553 3.44203
H -1.30116 2.25097 1.08818
H -2.48483 0.43453 -0.58452
C 1.27382 -1.69615 2.87343
C 0.38333 -2.54265 1.97615
C 0.72795 -2.32806 0.62320
H -0.26477 -3.31404 2.38717
C 1.60964 -1.15013 0.56457
C 1.84651 -0.71235 1.87451
H 2.52896 0.07426 2.18593
H 2.05962 -2.31335 3.35551
H 0.43343 -2.93156 -0.23208
H 2.04751 -0.74637 -0.34747
O 1.74465 0.98984 -2.75480
C 0.48211 0.34192 -2.56369
C -0.69332 1.33341 -2.60352
H 0.48023 -0.23165 -1.61450
H 0.34738 -0.36033 -3.38711
C 0.02823 2.67740 -2.78507
H -1.30714 1.31826 -1.69661
H -1.34263 1.10802 -3.45500
C 1.49982 2.38772 -2.45959
H -0.43434 3.51258 -2.25502
H 0.02126 2.92549 -3.85421
H 1.70391 2.55455 -1.38546
H 2.18254 3.00887 -3.05988
C -1.60220 0.90762 6.98401
Si -0.04151 -0.10367 6.76944
C 1.45379 0.90366 7.29380
C -0.13871 -1.62357 7.85474
C 0.08069 -0.58483 4.99226
C 0.48718 -1.01619 3.90485
H -1.85727 0.99407 8.04975
H -2.43898 0.42294 6.46464
H -1.47432 1.91691 6.57138
H 1.55455 0.93888 8.38795
H 2.37508 0.46991 6.88188
H 1.37113 1.93548 6.92716
H -1.03318 -2.21314 7.60826
H 0.74515 -2.25991 7.70391
H -0.19019 -1.33745 8.91632
```

| no. | F_max (eV Å⁻¹) |
| --- | --- |
| 1 | 9.4 |
| 2 | 0.7 |
| 3 | 4.1 |
| 4 | 3.6 |
| 5 | 1.0 |
| 6 | 5.4 |